The following is a quantum chemistry calculation of a cluster of 2 separate species, C40H38N2O5 in total at a distorted geometry, from OMol25.

Computed properties:
- 2S+1: 1
- Energy above the lowest of the compared OMol25 structures with the same formula, charge and spin: 14.55 kcal/mol
- HOMO energy: -0.21875 hartree
- Total energy: -2032.66428 a.u.

```
85
Properties=species:S:1:pos:R:3:forces:R:3
C -4.727 -0.100 3.991 0.61 0.52 -0.34
O -3.945 1.054 3.616 -0.58 -0.50 0.71
C -2.595 0.916 3.471 0.87 -0.39 -0.03
C -1.828 2.102 3.531 -0.66 -0.60 -0.01
C -0.490 2.076 3.209 0.32 -0.83 -0.29
C 0.136 0.859 2.781 -1.82 0.05 0.00
C 1.487 0.866 2.382 1.92 0.40 -0.51
C 2.231 -0.359 2.119 0.06 0.26 -0.08
O 1.856 -1.326 1.479 0.18 0.22 0.59
O 3.530 -0.358 2.587 0.16 0.39 0.05
C 3.943 0.798 3.349 -0.19 -0.11 -0.45
C 3.297 0.838 4.725 -0.20 -0.07 0.27
C 5.457 0.716 3.463 -0.32 0.03 -0.20
O 3.615 1.985 2.598 0.03 -0.52 0.23
C 2.280 2.102 2.284 -0.17 -1.02 -0.21
O 1.911 3.161 1.805 -0.07 0.08 0.27
C -0.629 -0.351 2.817 0.23 0.91 0.33
C -1.957 -0.328 3.229 -0.36 0.79 0.04
H -5.723 0.307 4.171 0.11 -0.25 0.06
H -4.761 -0.832 3.172 -0.04 0.17 0.16
H -4.328 -0.587 4.894 -0.09 0.23 -0.20
H -2.301 3.037 3.842 0.00 -0.32 -0.16
H 0.094 2.998 3.223 -0.20 -0.34 0.08
H 2.201 0.841 4.673 0.38 -0.03 0.04
H 3.623 -0.045 5.287 -0.07 0.26 -0.04
H 3.622 1.753 5.237 -0.01 -0.28 -0.06
H 5.900 0.648 2.472 -0.01 0.01 -0.07
H 5.839 1.609 3.959 -0.04 -0.08 0.04
H 5.724 -0.179 4.029 -0.02 0.14 -0.02
H -0.154 -1.290 2.528 -0.17 0.32 0.18
H -2.497 -1.267 3.375 0.09 0.35 -0.33
C -4.823 2.667 -2.799 0.11 -0.01 -0.13
N -4.313 2.671 -1.426 0.39 0.40 -0.75
C -5.249 2.221 -0.464 -0.59 -0.56 1.07
C -6.104 1.152 -0.819 0.56 0.02 0.26
C -6.845 0.491 0.156 -0.06 0.34 0.05
C -6.849 0.959 1.473 0.23 0.20 -0.12
C -6.107 2.098 1.800 -0.20 0.06 -0.19
C -5.318 2.744 0.844 -0.04 -0.30 -0.46
C -2.936 2.476 -1.271 -0.64 -0.36 0.40
C -2.276 2.700 -0.042 0.37 -0.03 -0.28
C -0.912 2.472 0.054 -0.09 -0.32 0.29
C -0.221 1.718 -0.950 0.38 0.19 -0.06
C 1.058 1.151 -0.680 -0.39 1.34 -0.37
C 1.703 0.199 -1.526 0.65 -1.11 -0.69
C 3.117 0.253 -1.730 -0.71 0.25 0.40
C 3.739 -0.582 -2.640 0.08 -0.45 -0.24
C 3.004 -1.555 -3.344 -0.69 0.37 0.48
N 3.645 -2.488 -4.203 0.82 0.44 -1.02
C 3.435 -2.314 -5.645 -0.07 -0.04 0.45
C 3.834 -3.812 -3.736 -0.28 -0.39 0.69
C 3.020 -4.869 -4.188 0.14 0.30 0.49
C 3.066 -6.094 -3.517 0.28 0.05 -0.22
C 4.005 -6.318 -2.507 0.17 0.29 -0.10
C 4.892 -5.295 -2.141 -0.17 0.07 -0.08
C 4.785 -4.032 -2.722 -0.29 -0.12 -0.38
C 1.607 -1.612 -3.165 0.51 -0.17 0.10
C 0.984 -0.805 -2.230 -0.14 0.60 0.00
C -0.866 1.633 -2.223 -0.34 -0.39 0.21
C -2.182 2.022 -2.377 0.53 -0.10 -0.48
H -4.196 3.339 -3.398 -0.33 -0.16 0.06
H -4.794 1.654 -3.244 -0.05 0.42 0.00
H -5.861 3.027 -2.806 0.44 -0.09 0.07
H -6.112 0.790 -1.851 0.02 0.02 0.50
H -7.410 -0.396 -0.124 0.02 0.25 0.10
H -7.430 0.447 2.242 0.14 0.14 -0.25
H -6.146 2.502 2.813 0.06 -0.15 -0.30
H -4.764 3.652 1.099 -0.19 -0.43 -0.05
H -2.847 3.056 0.808 0.38 0.14 -0.15
H -0.339 2.831 0.912 -0.28 -0.41 -0.13
H 1.647 1.572 0.130 -0.28 0.04 -0.12
H 3.693 0.992 -1.166 -0.15 -0.24 -0.22
H 4.817 -0.524 -2.824 -0.39 -0.02 0.17
H 4.224 -2.867 -6.175 -0.28 0.21 0.10
H 2.451 -2.691 -5.972 0.19 0.22 -0.12
H 3.521 -1.243 -5.875 -0.08 -0.37 -0.06
H 2.316 -4.691 -5.008 0.21 -0.16 0.44
H 2.364 -6.880 -3.797 0.24 0.12 0.03
H 4.071 -7.291 -2.021 -0.07 0.25 -0.11
H 5.666 -5.470 -1.391 -0.31 -0.01 -0.16
H 5.431 -3.193 -2.429 -0.31 -0.47 -0.06
H 1.037 -2.332 -3.755 0.13 0.06 0.35
H -0.079 -0.936 -2.018 0.32 0.07 -0.10
H -0.304 1.249 -3.078 -0.28 0.06 0.28
H -2.664 1.906 -3.350 0.40 0.08 0.41
```
Forces are in eV/Å.

The following is a quantum chemistry calculation of a structure of composition C40H39CdN6O2P2S, from OMol25.

Computed properties:
- Charge: +3
- 2S+1: 1
- Energy above the lowest of the compared OMol25 structures with the same formula, charge and spin: 0.00 kcal/mol
- HOMO energy: -0.57682 hartree
- Total energy: -3274.48017 a.u.

```
91
Properties=species:S:1:pos:R:3:forces:R:3
Cd -0.015 1.902 0.017 -0.18 0.22 -0.25
O -0.288 0.111 1.855 -0.11 0.07 0.09
S 0.215 -1.029 1.105 0.01 -0.20 -0.23
C 1.968 -1.145 1.233 -0.04 0.03 -0.02
C 2.526 -2.414 1.241 0.02 -0.09 -0.01
C 3.902 -2.558 1.327 -0.02 0.02 -0.01
C 4.703 -1.431 1.388 -0.03 0.01 0.00
C 4.134 -0.163 1.351 0.06 -0.02 0.02
C 2.756 0.014 1.283 0.05 0.05 -0.05
P 2.136 1.736 1.206 0.08 -0.06 0.14
C 3.490 2.729 0.574 0.04 0.01 0.05
C 3.724 2.751 -0.801 0.00 0.01 -0.02
C 4.784 3.482 -1.309 0.00 -0.01 -0.01
C 5.604 4.201 -0.447 0.00 0.00 0.02
C 5.369 4.188 0.921 0.01 0.00 -0.02
C 4.314 3.451 1.438 0.00 0.00 -0.01
C 1.823 2.240 2.907 -0.01 0.08 -0.02
C 1.190 3.470 3.099 0.02 -0.03 0.03
C 0.962 3.937 4.382 0.00 0.00 0.01
C 1.352 3.174 5.477 -0.01 0.02 0.00
C 1.976 1.951 5.288 0.01 -0.02 -0.01
C 2.217 1.481 4.003 0.01 -0.01 0.02
C -0.497 -2.493 1.781 0.00 -0.02 -0.01
C -0.356 -2.726 3.139 0.00 -0.01 0.02
C -0.899 -3.885 3.679 -0.01 -0.01 -0.01
C -1.591 -4.775 2.869 0.02 0.03 0.00
C -1.762 -4.510 1.515 -0.02 -0.02 0.00
C -1.206 -3.368 0.951 -0.03 0.02 -0.03
P -1.543 -2.930 -0.760 0.00 -0.07 0.03
C -0.421 -3.728 -1.864 0.01 0.04 -0.04
C -0.377 -3.302 -3.195 -0.03 0.02 0.02
C 0.458 -3.947 -4.088 0.03 -0.03 0.00
C 1.238 -5.017 -3.659 0.00 0.00 0.00
C 1.192 -5.443 -2.339 0.00 0.02 -0.03
C 0.365 -4.797 -1.434 -0.02 0.00 0.06
C -3.233 -3.228 -1.153 0.02 -0.07 -0.02
C -3.562 -4.115 -2.181 0.01 0.00 0.00
C -4.895 -4.373 -2.457 -0.01 0.01 0.01
C -5.888 -3.752 -1.712 0.00 -0.01 -0.02
C -5.561 -2.872 -0.683 0.00 -0.01 -0.01
C -4.236 -2.610 -0.396 0.02 0.03 0.05
H 1.895 -3.291 1.182 0.00 0.01 0.01
H 4.340 -3.546 1.341 0.00 0.00 0.01
H 5.778 -1.530 1.457 0.00 0.00 0.00
H 4.780 0.705 1.369 -0.01 -0.01 0.01
H 3.085 2.190 -1.477 -0.01 0.00 0.00
H 4.971 3.497 -2.374 0.00 0.00 0.00
H 6.428 4.777 -0.846 0.00 0.00 0.00
H 6.007 4.752 1.587 0.00 0.00 0.00
H 4.133 3.443 2.506 0.00 0.00 0.00
H 0.900 4.079 2.248 0.00 0.00 0.00
H 0.490 4.899 4.532 0.00 0.00 0.00
H 1.176 3.540 6.479 0.00 0.00 0.00
H 2.290 1.365 6.142 0.00 0.00 0.00
H 2.723 0.533 3.867 0.00 0.00 -0.01
H 0.174 -2.021 3.768 0.00 0.01 -0.01
H -0.787 -4.087 4.735 0.00 0.00 0.00
H -2.021 -5.671 3.295 0.00 0.00 0.01
H -2.349 -5.186 0.905 0.00 0.01 -0.01
H -0.994 -2.475 -3.527 0.00 0.00 0.00
H 0.500 -3.627 -5.120 -0.01 0.01 0.00
H 1.882 -5.525 -4.364 0.00 0.00 0.00
H 1.796 -6.281 -2.018 0.00 0.00 0.01
H 0.325 -5.133 -0.405 0.01 -0.01 -0.01
H -2.788 -4.605 -2.757 0.00 0.00 0.01
H -5.157 -5.061 -3.248 -0.01 0.00 0.00
H -6.928 -3.959 -1.928 0.00 0.00 0.00
H -6.345 -2.402 -0.105 0.01 0.00 0.00
H -3.979 -1.935 0.412 0.00 0.01 0.00
C -1.342 3.102 -4.558 0.00 0.00 0.00
N -2.102 3.671 -3.447 -0.02 -0.02 0.00
C -3.195 4.603 -3.739 0.01 0.00 -0.01
C -1.785 3.303 -2.197 0.03 0.04 0.05
N -0.884 2.399 -1.916 -0.01 -0.05 0.03
N -2.480 3.981 -1.202 0.01 -0.04 0.01
C -2.572 3.764 0.163 -0.01 0.03 -0.04
N -3.563 4.465 0.744 0.02 -0.01 0.00
N -1.760 2.994 0.811 0.04 -0.08 0.03
H -1.654 3.583 -5.479 0.01 0.01 0.00
H -1.526 2.030 -4.660 0.00 0.00 0.00
H -0.274 3.285 -4.430 0.00 0.00 0.00
H -3.320 4.660 -4.815 -0.01 -0.01 0.00
H -2.971 5.614 -3.391 0.00 0.00 0.00
H -4.138 4.254 -3.317 0.00 0.00 0.00
H -0.514 1.965 -2.749 -0.01 0.00 -0.01
H -3.016 4.768 -1.527 0.01 -0.01 -0.01
H -4.298 4.901 0.214 0.00 0.00 0.01
H -3.663 4.465 1.745 -0.01 0.00 0.00
H -2.005 2.906 1.790 -0.01 0.01 0.00
O -1.375 -1.330 -0.771 0.01 0.08 -0.01
N 0.044 -1.035 -0.476 0.06 0.01 0.22
```
Forces are in eV/Å.

The following is a quantum chemistry calculation of a structure of composition C40H39Cl3KN2OS4SbSe at a distorted geometry, from OMol25.

Computed properties:
- Charge: -2
- 2S+1: 1
- Energy above the lowest of the compared OMol25 structures with the same formula, charge and spin: 15.18 kcal/mol
- HOMO energy: -0.06246 hartree
- Total energy: -7947.52119 a.u.

```
92
Properties=species:S:1:pos:R:3:forces:R:3
K 0.289 0.465 0.106 -0.52 -0.66 0.39
S -1.165 -4.182 2.472 -0.19 0.12 0.07
C -1.282 -2.671 1.741 -0.13 0.07 0.18
S -2.166 -2.298 0.358 -0.01 0.10 -0.11
S -0.313 -1.368 2.492 -0.11 -0.14 0.44
Cl 2.555 2.282 -7.067 0.01 0.00 -0.04
C 2.355 2.014 -5.347 -0.02 -0.01 0.03
C 1.569 0.962 -4.899 0.05 0.00 0.01
C 1.427 0.766 -3.543 0.01 -0.03 0.00
Cl 0.456 -0.570 -2.982 -0.26 0.30 -0.07
C 2.044 1.576 -2.530 0.01 -0.15 -0.15
O 1.924 1.337 -1.302 0.67 0.57 -0.69
C 2.817 2.641 -3.089 0.04 -0.02 0.00
Cl 3.629 3.701 -1.970 0.02 0.01 0.01
C 2.977 2.859 -4.443 0.01 -0.03 0.00
H 1.077 0.298 -5.598 0.00 -0.01 0.00
H 3.590 3.680 -4.788 -0.01 0.00 0.00
S -2.204 1.792 1.161 -0.05 0.14 0.21
Sb -1.882 0.676 3.131 -0.19 0.22 0.08
C -3.330 -0.801 3.630 0.03 -0.08 -0.07
C -3.147 -1.699 4.673 0.01 -0.01 0.01
C -4.128 -2.638 4.961 0.00 0.01 0.00
C -5.283 -2.693 4.194 0.00 0.01 0.00
C -5.454 -1.814 3.134 0.01 -0.02 -0.01
C -4.477 -0.869 2.849 -0.01 0.04 0.03
C -2.859 2.173 4.448 -0.08 -0.08 -0.01
C -2.213 3.391 4.665 0.02 0.02 0.00
C -2.799 4.400 5.416 -0.01 0.00 0.00
C -4.058 4.210 5.975 0.00 -0.01 -0.01
C -4.716 3.007 5.771 0.01 0.01 0.00
C -4.119 2.002 5.014 0.02 -0.03 0.03
C -0.056 1.053 4.202 0.08 0.01 -0.08
C 0.155 0.572 5.489 -0.03 0.04 0.03
C 1.377 0.763 6.117 0.00 0.00 0.00
C 2.400 1.441 5.463 -0.01 0.00 0.00
C 2.192 1.933 4.183 -0.01 0.01 0.01
C 0.966 1.738 3.557 0.01 -0.02 -0.02
H -2.226 -1.699 5.243 0.01 -0.01 -0.02
H -3.973 -3.349 5.764 0.00 0.00 0.00
H -6.039 -3.441 4.405 0.01 0.00 0.00
H -6.336 -1.881 2.508 0.00 0.01 0.01
H -4.595 -0.193 2.009 0.00 -0.01 -0.01
H -1.232 3.561 4.233 -0.01 0.00 0.00
H -2.275 5.338 5.563 0.00 -0.01 0.00
H -4.519 4.996 6.563 0.00 0.00 0.00
H -5.700 2.847 6.200 0.00 0.00 0.00
H -4.654 1.069 4.868 0.00 0.01 0.00
H -0.633 0.040 6.011 0.01 -0.01 -0.01
H 1.538 0.370 7.114 0.00 0.01 -0.01
H 3.359 1.577 5.948 0.00 0.00 0.00
H 2.983 2.460 3.664 0.00 -0.01 0.00
H 0.809 2.131 2.557 0.00 0.00 0.01
C 7.251 -0.872 -0.833 -0.01 0.00 0.00
C 6.636 -1.940 -1.731 -0.01 0.01 0.00
C 5.850 -1.350 -2.901 -0.01 0.01 0.02
C 4.518 -0.720 -2.505 -0.01 -0.10 0.07
N 3.540 -1.718 -2.098 -0.07 -0.05 -0.04
C 3.087 -1.950 -0.828 -0.08 0.15 -0.12
Se 3.667 -1.128 0.690 0.18 0.09 0.19
N 2.102 -2.882 -0.912 -0.03 -0.04 0.00
C 1.296 -3.387 0.208 0.04 -0.12 -0.08
C 1.647 -4.823 0.580 0.08 -0.03 0.02
C 3.056 -4.982 1.148 -0.01 0.03 0.00
C 3.174 -4.462 2.577 -0.03 -0.03 0.02
C 1.918 -3.245 -2.235 0.13 -0.07 0.04
C 1.015 -4.106 -2.836 0.00 0.02 0.03
C 1.072 -4.219 -4.219 -0.01 0.02 0.01
C 1.993 -3.489 -4.971 -0.01 0.01 -0.02
C 2.888 -2.615 -4.368 0.02 0.02 0.05
C 2.833 -2.507 -2.988 0.14 -0.21 -0.02
H 7.906 -1.320 -0.082 -0.02 0.00 0.01
H 6.477 -0.318 -0.303 -0.01 0.00 0.00
H 7.844 -0.166 -1.421 0.02 -0.01 0.00
H 5.973 -2.576 -1.135 0.02 0.00 0.00
H 7.425 -2.588 -2.125 -0.01 0.00 -0.01
H 5.662 -2.125 -3.651 0.00 0.01 0.01
H 6.453 -0.578 -3.390 0.01 0.00 -0.02
H 4.091 -0.173 -3.346 -0.04 0.04 -0.05
H 4.621 -0.020 -1.675 -0.01 0.00 0.03
H 0.244 -3.297 -0.075 0.16 -0.08 -0.07
H 1.452 -2.708 1.048 0.06 -0.07 -0.11
H 1.516 -5.469 -0.293 0.03 0.00 -0.07
H 0.908 -5.138 1.325 0.11 0.04 -0.17
H 3.771 -4.453 0.509 0.06 0.00 -0.02
H 3.337 -6.040 1.116 0.00 -0.02 0.01
H 2.961 -3.394 2.624 -0.03 -0.01 0.01
H 4.182 -4.612 2.969 0.04 0.00 0.00
H 2.468 -4.975 3.234 0.00 0.02 -0.02
H 0.276 -4.641 -2.254 0.00 0.00 0.02
H 0.375 -4.875 -4.725 0.00 0.00 0.00
H 2.000 -3.593 -6.049 0.00 0.00 -0.01
H 3.578 -2.021 -4.954 0.00 0.00 0.00
```
Forces are in eV/Å.